Density functional theory data (ωB97M-V/def2-TZVPD) for C8H32N16Na2O12S as an isolated structure at a distorted geometry.

Structure (ORCA input):
```
! wB97M-V def2-TZVPD RIJCOSX def2/J DEFGRID3
* xyz 0 1
Na 3.028 -0.029 -1.286
Na 0.969 -1.207 3.372
S -0.175 -0.566 0.120
O 1.096 -1.030 -0.546
O -0.763 0.499 -0.707
O -1.103 -1.702 0.111
O 0.123 -0.186 1.521
C 0.094 -2.344 -3.988
O 0.263 -2.725 -5.128
N 1.173 -2.221 -3.114
N -1.095 -1.939 -3.423
H 2.011 -2.566 -3.554
H 1.210 -1.867 -2.156
H -1.091 -1.819 -2.426
H -1.931 -1.973 -3.972
C 2.859 1.753 2.281
O 2.502 0.873 3.080
N 3.951 2.529 2.556
N 2.109 2.076 1.190
H 4.407 3.081 1.853
H 4.489 2.268 3.362
H 2.307 2.760 0.480
H 1.252 1.557 1.040
C 0.555 4.044 0.214
O 1.195 5.018 0.611
N -0.539 3.570 0.882
N 0.812 3.417 -0.998
H -0.850 3.954 1.754
H -0.987 2.710 0.625
H 0.207 2.702 -1.356
H 1.668 3.646 -1.466
C 1.427 -4.832 -0.533
O 1.762 -5.898 -1.036
N 2.181 -3.673 -0.458
N 0.151 -4.698 0.005
H 1.646 -2.839 -0.277
H 2.922 -3.599 -1.134
H -0.328 -3.813 0.036
H -0.326 -5.578 -0.100
C -2.358 -3.125 3.163
O -2.484 -3.722 4.227
N -2.531 -3.748 1.948
N -2.107 -1.777 3.071
H -3.082 -4.582 1.916
H -2.196 -3.323 1.102
H -1.844 -1.349 2.200
H -1.838 -1.221 3.871
C -0.764 1.469 4.784
O -0.876 0.238 4.899
N -0.591 2.052 3.564
N -0.615 2.307 5.848
H -0.446 1.475 2.749
H -0.203 2.975 3.475
H -0.638 1.942 6.780
H -0.335 3.258 5.710
C 1.334 1.354 -4.442
O 0.924 0.848 -5.468
N 0.853 0.971 -3.189
N 2.401 2.237 -4.408
H 1.113 1.525 -2.406
H 0.297 0.134 -3.134
H 2.768 2.417 -5.328
H 2.834 2.537 -3.562
C -4.069 0.937 -2.089
O -4.940 1.355 -2.832
N -3.025 1.714 -1.634
N -3.887 -0.404 -1.849
H -3.072 2.712 -1.626
H -2.180 1.224 -1.313
H -3.046 -0.696 -1.380
H -4.575 -1.090 -2.082
*
```

Output
LUMO level: -2.380 eV
HOMO-LUMO gap: 6.735 eV
HOMO level: -9.1 eV